# 1
The following is a DFT calculation (wB97M-V/def2-TZVPD) of an isolated ion of composition C4H9N2OS and charge +1.

The calculation puts the energy above the lowest of the compared OMol25 structures with the same formula, charge and spin at 0.9996 eV. As for the charge: +1. As for the HOMO-LUMO gap: 0.3689 hartree. The SMILES is C[N+]1=C(O)[C@@H](N)SC1. The calculation puts the calculated total energy at -740.50624 Ha.

The geometry in XYZ format:
```
17
Properties=species:S:1:pos:R:3:forces:R:3:mulliken_charge:R:1
C -2.017012 -0.699823 0.135880 -0.757 0.104 0.263 -0.93
N -0.601115 -0.498381 -0.082389 -0.190 0.593 -0.096 0.01
C -0.064131 0.655112 -0.256366 3.813 0.012 -0.435 0.44
O -0.698186 1.774259 -0.238979 -0.635 -0.083 0.040 -0.45
C 1.621436 0.641460 -0.443804 -3.072 -0.870 0.128 -0.06
N 2.130254 1.643703 0.391576 0.285 0.318 0.285 -0.53
S 2.000757 -1.127734 -0.037651 -0.372 0.428 0.016 -0.10
C 0.251882 -1.663274 -0.106016 0.938 -0.607 -0.120 -0.62
H -2.216538 -0.801444 1.204578 0.057 -0.034 -0.064 0.36
H -2.558070 0.161993 -0.242076 -0.098 -0.040 -0.034 0.36
H -2.343680 -1.601907 -0.374544 0.046 0.021 -0.074 0.34
H -0.113457 2.555103 -0.305483 0.225 -0.340 0.071 0.39
H 1.824514 0.846963 -1.496256 0.005 0.057 0.107 0.44
H 3.074992 1.922257 0.154287 -0.106 0.098 -0.040 0.25
H 2.094253 1.385904 1.373381 0.073 0.059 -0.072 0.27
H 0.043660 -2.300146 0.756907 -0.063 0.152 -0.074 0.42
H 0.082819 -2.237965 -1.020553 -0.150 0.134 0.097 0.39
```
Forces are in eV/Å.

# 2
The following is a DFT calculation (wB97M-V/def2-TZVPD) of C25H40GeNRbSi3 as an isolated structure.

As for the charge: -1. As for the HOMO-LUMO gap (spin up / spin down): 0.2092 / 0.1624 hartree. The expectation value of S² is 0.7616. Its spin multiplicity is 2. The calculation puts the calculated total energy at -4000.88021 Ha.

The geometry in XYZ format:
```
71
Properties=species:S:1:pos:R:3:forces:R:3:mulliken_charge:R:1
Rb 0.538513 -1.080051 2.014906 -0.063 -0.191 -0.196 1.01
C 1.530085 -3.752614 3.401979 0.062 0.107 0.672 -0.38
C 0.173995 -4.031679 3.143265 -0.072 0.033 0.900 -0.95
C 0.031194 -4.222157 1.777764 -0.058 -0.196 -0.916 -0.45
C 1.301763 -4.063879 1.179200 -0.483 -0.229 -0.579 -0.12
C 2.219644 -3.773995 2.183158 0.644 0.059 0.159 -1.03
H 1.978315 -3.641727 4.382359 -0.005 0.058 0.018 0.49
H -0.595447 -4.174608 3.893281 -0.007 0.098 -0.027 0.39
H -0.871459 -4.530277 1.266520 -0.035 0.094 -0.027 0.43
H 1.530804 -4.235286 0.137043 -0.017 0.115 -0.083 0.40
H 3.292149 -3.677692 2.060163 -0.038 0.081 -0.019 0.39
C -0.910453 4.041530 1.328520 0.088 0.162 0.194 -0.38
C -0.299849 4.862530 2.263359 -0.102 -0.084 -0.219 -0.64
C 0.351631 4.286289 3.336155 0.103 -0.358 0.293 -0.52
C 0.338795 2.891072 3.487988 -0.273 0.916 -0.689 0.20
N -0.219844 2.116548 2.555238 0.303 -0.525 0.484 0.00
C -0.804828 2.672456 1.513191 -0.345 0.026 -0.442 -0.21
C 0.918155 2.206939 4.648671 -0.183 -0.404 -0.767 1.23
C 1.186981 2.919006 5.822464 0.053 -0.258 -0.028 -0.65
C 1.720768 2.287559 6.924847 0.063 -0.115 0.167 -0.59
C 1.958805 0.924162 6.880885 0.046 0.272 0.030 -0.68
C 1.673465 0.212171 5.722897 -0.144 -1.183 -0.962 -0.35
C 1.163801 0.826191 4.584802 0.536 1.620 2.506 -0.37
H -1.435458 4.448607 0.478517 0.002 -0.058 -0.101 0.36
H -0.324994 5.938885 2.145652 0.043 -0.009 0.031 0.41
H 0.875190 4.908951 4.046155 -0.016 0.030 0.046 0.29
H -1.214279 1.980338 0.788141 -0.021 -0.006 -0.110 0.29
H 0.951946 3.972633 5.892853 -0.014 -0.020 -0.167 0.28
H 1.939851 2.853327 7.821454 -0.035 -0.015 0.010 0.38
H 2.370236 0.421326 7.749605 -0.061 -0.092 -0.152 0.37
H 1.850771 -0.858337 5.722259 0.035 -0.033 -0.053 0.50
C 2.977537 0.441921 -2.165652 -0.428 -0.259 -0.035 -1.15
Si 1.582104 -0.715509 -2.809965 0.620 -0.023 -0.272 0.26
C 2.348394 -2.469866 -2.682160 -0.372 0.466 0.071 -1.03
C 1.455741 -0.344205 -4.696371 -0.071 -0.063 0.598 -1.08
Ge -0.353681 -0.424681 -1.402800 -0.049 0.036 -0.432 0.34
Si -1.251641 1.618243 -2.345936 -0.205 0.559 -0.373 -0.01
C -0.065564 3.101898 -2.022502 -0.182 -0.497 0.216 -1.23
C -1.644943 1.909659 -4.213258 0.191 -0.357 0.492 -1.11
C -2.920295 2.086501 -1.494667 0.486 -0.240 -0.019 -1.45
Si -1.915802 -2.036048 -2.297961 -0.546 -0.379 -0.087 0.29
C -1.317143 -3.862222 -2.291733 0.035 0.655 0.050 -0.97
C -2.653696 -1.755545 -4.055759 0.302 0.031 0.538 -1.07
C -3.430440 -1.999571 -1.115159 0.455 0.020 -0.209 -1.19
H 3.948503 0.218868 -2.601165 0.152 -0.124 -0.166 0.36
H 3.070852 0.348605 -1.083201 -0.009 -0.032 0.093 0.26
H 2.750369 1.481479 -2.380756 -0.094 0.266 -0.035 0.28
H 3.249643 -2.583033 -3.279025 0.179 0.143 -0.185 0.41
H 1.643281 -3.228274 -3.004024 -0.186 -0.199 -0.052 0.22
H 2.609190 -2.687312 -1.650279 0.000 -0.051 0.237 0.20
H 2.403684 -0.468405 -5.215245 0.246 -0.083 0.016 0.39
H 1.126827 0.678605 -4.855050 -0.062 0.187 -0.025 0.21
H 0.727522 -0.997186 -5.169095 -0.174 -0.129 -0.077 0.25
H 0.680299 3.168099 -2.808223 0.175 -0.054 -0.216 0.39
H 0.467676 2.984941 -1.082763 0.127 0.014 0.168 0.30
H -0.593894 4.052698 -1.991992 -0.186 0.152 -0.052 0.40
H -0.765232 1.722572 -4.820640 0.164 -0.059 -0.125 0.23
H -1.952867 2.935272 -4.397947 -0.085 0.287 0.118 0.34
H -2.432195 1.257792 -4.573963 -0.176 -0.171 -0.076 0.30
H -3.003828 1.634244 -0.510912 -0.060 -0.115 0.206 0.35
H -3.769363 1.742210 -2.077104 -0.143 -0.144 -0.173 0.41
H -3.027905 3.160164 -1.370765 0.023 0.310 -0.053 0.45
H -0.610130 -4.049260 -3.095109 0.147 0.000 -0.173 0.29
H -2.136046 -4.569145 -2.401945 -0.259 -0.002 -0.050 0.35
H -0.811941 -4.086487 -1.358305 0.146 -0.051 0.252 0.12
H -1.873819 -1.767387 -4.811678 0.189 0.020 -0.143 0.25
H -3.137210 -0.784697 -4.103805 -0.100 0.198 -0.008 0.21
H -3.392251 -2.505938 -4.327381 -0.130 -0.232 0.067 0.39
H -3.102906 -2.124972 -0.083759 0.074 -0.023 0.102 0.27
H -4.164666 -2.772751 -1.325015 -0.107 -0.210 -0.150 0.39
H -3.934409 -1.039496 -1.180221 -0.093 0.258 -0.011 0.28
```
Forces are in eV/Å.

# 3
The following is a DFT calculation (wB97M-V/def2-TZVPD) of a 2-piece molecular cluster, C6H16S overall.

The calculation puts the energy above the lowest of the compared OMol25 structures with the same formula, charge and spin at 1.0036 eV. As for the HOMO-LUMO gap: 0.3463 hartree. The SMILES is CCSC.CCC. The calculation puts the calculated total energy at -636.34488 Ha.

The geometry in XYZ format:
```
23
Properties=species:S:1:pos:R:3:forces:R:3:mulliken_charge:R:1
C -0.772750 -0.381986 -1.514226 -0.482 0.353 -0.529 -0.90
C -2.076069 -1.165695 -1.638147 0.636 -1.519 -0.247 -0.51
S -2.490914 -2.462014 -0.380809 0.160 0.905 0.187 -0.12
C -2.108359 -1.647634 1.237431 -0.411 -0.095 -1.141 -0.74
H -0.598808 0.074457 -2.493029 -0.248 0.414 0.067 0.38
H 0.155870 -0.943639 -1.396036 -0.448 -0.363 0.612 0.20
H -0.895683 0.402722 -0.778534 0.348 0.089 0.016 0.31
H -2.954929 -0.548568 -1.830958 0.256 0.130 0.119 0.34
H -1.899676 -1.815429 -2.505833 -0.557 0.121 -0.018 0.29
H -2.847505 -1.972422 1.956176 0.025 -0.316 0.204 0.35
H -1.108256 -1.974276 1.475095 0.195 0.306 0.507 0.22
H -2.221067 -0.564408 1.163114 0.291 -0.100 -0.087 0.21
C 2.305069 0.088952 0.437587 0.787 -2.068 0.215 -1.26
C 1.229311 1.044936 0.938463 0.540 0.662 -0.347 0.60
C 1.656695 2.472394 0.520098 -0.786 -0.213 0.232 -1.29
H 1.897896 -0.787720 -0.082769 -0.245 0.065 0.324 0.32
H 2.938204 -0.335635 1.224049 -0.414 -0.012 0.389 0.34
H 3.107637 0.357682 -0.252029 -0.489 1.254 -0.238 0.40
H 0.258906 0.696234 0.620626 -0.126 0.355 -0.639 -0.48
H 1.089212 0.993490 2.014413 0.559 0.044 0.317 0.33
H 0.913130 3.266867 0.632450 -0.169 -0.260 0.219 0.35
H 2.480718 2.716016 1.189101 0.315 0.260 -0.418 0.33
H 1.941375 2.485666 -0.536225 0.264 -0.010 0.255 0.34
```
Forces are in eV/Å.